ORCA calculation (the ωB97M-V functional and the def2-TZVPD basis) on a molecular structure, C30H38Cl2FN5OPbSSi.

Each line ends with the Mulliken charge.
Atoms and positions in Å:
Pb -1.256 -1.520 -1.139  0.9247
N 1.939 -6.387 1.199  -0.5914
C 1.685 -6.525 2.651  0.1538
C 2.348 -5.355 3.382  -1.2190
C 1.642 -4.030 3.117  -0.0145
N 1.825 -3.674 1.661  0.2948
C 0.161 -4.100 3.468  -1.0317
C -0.577 -5.253 2.789  0.1543
N -0.785 -4.912 1.366  -0.4429
C 0.186 -6.569 2.951  -1.4699
H 2.896 -6.658 0.993  0.2475
H 1.669 -4.554 1.115  0.6767
H 1.350 -7.026 0.676  0.2149
H 2.119 -7.454 3.031  0.3752
H 3.405 -5.289 3.109  0.3967
H 2.321 -5.538 4.458  0.4925
H 2.109 -3.229 3.688  0.3166
H 2.781 -3.361 1.500  0.4964
H 1.185 -2.928 1.344  -0.4882
H -0.326 -3.149 3.234  0.2858
H 0.098 -4.221 4.552  0.4884
H -1.537 -5.381 3.298  0.4060
H -1.543 -4.238 1.308  0.2156
H -1.116 -5.729 0.863  0.2298
H -0.290 -7.350 2.351  0.3997
H 0.073 -6.887 3.991  0.4447
Cl 2.231 -0.476 2.573  -0.1853
C 2.464 -0.207 0.877  1.5741
C 3.591 0.530 0.464  -0.7526
C 3.776 0.826 -0.853  0.7283
Cl 5.162 1.726 -1.345  -0.2193
C 2.823 0.407 -1.820  0.5144
C 2.926 0.682 -3.200  -0.8944
C 1.943 0.264 -4.055  -1.0032
C 0.834 -0.410 -3.530  -0.3033
N 0.711 -0.686 -2.248  -0.2726
C 1.697 -0.319 -1.380  0.0141
C 1.510 -0.667 -0.006  -0.4703
O 0.438 -1.352 0.366  -1.3186
H 4.303 0.866 1.205  0.5532
H 3.786 1.225 -3.568  0.4884
H 2.001 0.451 -5.117  0.4676
H 0.027 -0.723 -4.181  0.6258
C -0.186 4.646 -2.014  -0.8670
Si -2.033 4.415 -2.200  0.2526
C -2.655 5.591 -3.502  -1.1883
C -3.079 4.592 -0.673  -0.7434
C -2.230 2.636 -2.886  0.3286
C -2.570 2.496 -4.238  -0.3210
C -2.753 1.259 -4.834  -0.8728
C -2.539 0.133 -4.067  -0.7222
N -2.172 0.222 -2.788  -0.2616
C -2.052 1.427 -2.213  0.7721
S -1.900 1.134 -0.435  -0.4747
H 0.061 5.584 -1.513  0.3586
H 0.258 4.679 -3.012  0.4352
H 0.291 3.832 -1.470  0.0783
H -2.559 6.610 -3.119  0.3375
H -3.711 5.436 -3.734  0.3582
H -2.083 5.545 -4.430  0.3486
H -2.947 5.587 -0.242  0.2875
H -2.871 3.866 0.109  0.2065
H -4.129 4.493 -0.956  0.3986
H -2.726 3.387 -4.833  0.3791
H -3.051 1.169 -5.869  0.4788
H -2.654 -0.866 -4.471  0.4588
F -1.604 6.055 3.983  -0.3171
C -1.328 5.054 3.143  0.3420
C -2.048 3.876 3.249  -0.7239
C -1.753 2.845 2.378  -0.0703
C -0.771 2.995 1.400  -0.1246
C -0.443 1.864 0.481  0.0078
C -0.055 4.185 1.333  -0.0930
C -0.326 5.225 2.209  -0.8970
H -2.812 3.783 4.009  0.4752
H -2.307 1.915 2.452  0.3914
H -0.175 0.971 1.046  0.3097
H 0.361 2.082 -0.217  0.1703
H 0.737 4.302 0.606  0.5302
H 0.226 6.154 2.179  0.4691

Output
**Relative energy (zero: lowest compared OMol25 entry of this formula, charge and spin)**: 7.4 kJ/mol
**Gap between HOMO and LUMO**: 7.547 eV
**Total charge**: +2
**E_HOMO**: -13.180 eV

=====

ORCA calculation (the ωB97M-V functional and the def2-TZVPD basis) on a molecular structure, C30H38ClN5O4Pt.

Each line ends with the Mulliken charge.
Atoms and positions in Å:
Pt 0.739 0.747 0.464  1.6616
C -0.783 -0.795 -2.564  -1.0980
N -0.224 -1.256 -1.306  0.6408
C -1.086 -2.270 -0.709  -0.1724
C 1.128 -1.782 -1.488  -1.5742
C 1.903 -1.898 -0.196  1.8618
C 2.633 -3.058 0.042  -0.6061
C 3.408 -3.196 1.184  -0.7127
C 3.460 -2.156 2.095  -0.6611
C 2.733 -0.993 1.872  -0.7493
C 1.938 -0.847 0.738  -0.5148
H -0.893 -1.612 -3.295  0.3460
H -0.143 -0.026 -2.999  0.3458
H -1.775 -0.371 -2.394  0.0441
H -1.242 -3.116 -1.398  0.4460
H -2.049 -1.836 -0.446  -0.8467
H -0.630 -2.641 0.210  0.3634
H 1.666 -1.114 -2.168  0.4448
H 1.080 -2.766 -1.981  0.2751
H 2.587 -3.867 -0.678  0.3624
H 3.965 -4.108 1.356  0.3862
H 4.069 -2.243 2.987  0.4080
H 2.790 -0.182 2.583  0.5401
O 2.862 1.796 -1.403  -0.4682
C 2.059 1.442 -0.686  0.3014
O 1.183 1.219 3.598  -0.6618
C 0.152 0.609 3.415  0.3878
C -0.763 0.118 4.526  -0.6235
C -2.004 -0.364 3.790  -0.2451
C -1.650 -0.195 2.320  -0.2814
O -2.429 -0.412 1.403  -0.4869
N -0.377 0.270 2.181  -0.0694
H -0.943 0.926 5.232  0.3298
H -0.240 -0.675 5.062  0.2439
H -2.890 0.231 4.005  0.0996
H -2.262 -1.408 3.970  0.3645
C -4.466 2.192 2.704  -1.7697
C -5.498 2.913 1.831  2.6039
C -6.875 2.323 2.166  -2.0249
C -5.530 4.400 2.221  -2.0830
C -5.167 2.748 0.310  1.8861
O -6.232 3.277 -0.487  -0.7173
C -4.826 1.323 -0.145  -0.1197
C -5.931 0.263 -0.183  -0.6828
C -5.470 -0.899 -1.029  -0.5949
C -4.632 -1.868 -0.486  0.0571
C -4.154 -2.913 -1.262  -0.7212
C -4.509 -2.979 -2.599  0.4048
Cl -3.890 -4.274 -3.585  -0.2378
C -5.339 -2.028 -3.165  -0.8449
C -5.816 -0.993 -2.372  -0.2896
C -4.016 3.651 -0.190  -2.6286
N -2.665 3.260 0.190  1.0979
C -1.900 2.296 -0.308  -0.0945
N -0.706 2.346 0.250  -0.5252
C -0.795 3.390 1.121  -0.4330
N -1.966 3.977 1.105  -1.0189
H -4.726 2.335 3.756  0.5792
H -3.458 2.579 2.564  0.2787
H -4.459 1.119 2.504  0.2424
H -7.098 2.532 3.213  0.5088
H -6.914 1.241 2.039  0.2470
H -7.686 2.774 1.588  0.5653
H -6.011 4.512 3.194  0.4824
H -6.094 4.991 1.497  0.3625
H -4.526 4.817 2.311  0.3776
H -7.055 2.859 -0.218  0.5775
H -3.990 0.922 0.432  -0.9061
H -4.471 1.424 -1.178  0.8114
H -6.854 0.674 -0.600  0.5394
H -6.156 -0.104 0.819  0.2769
H -4.321 -1.791 0.549  0.3447
H -3.499 -3.663 -0.838  0.4598
H -5.609 -2.099 -4.210  0.4417
H -6.468 -0.246 -2.811  0.3930
H -4.134 4.672 0.152  0.3867
H -4.083 3.651 -1.277  0.5766
H -2.221 1.587 -1.052  0.5742
H 0.014 3.686 1.767  0.5351

Output
**Gap between HOMO and LUMO**: 8.489 eV
**Total charge**: 0
**E_HOMO**: -8.153 eV

=====

ORCA calculation (the ωB97M-V functional and the def2-TZVPD basis) on a molecular structure, C30H38N4O5Se2Si2Sr at a distorted geometry.

Each line ends with the Mulliken charge.
Atoms and positions in Å:
Sr -0.216 0.408 0.375  1.6369
O 0.966 4.344 -0.724  -0.8982
C 0.405 3.435 -0.118  -0.2690
O 0.120 2.298 -0.564  -0.7031
C -0.073 3.731 1.337  0.5032
C -1.469 3.144 1.587  -0.1596
C -2.046 3.749 2.884  -0.9868
C -1.221 3.002 3.948  -0.9885
C -0.345 2.110 3.046  0.3826
O -1.210 1.811 1.972  -0.1571
C 0.746 2.974 2.405  0.1163
C 1.883 2.086 1.813  -0.2020
O 3.005 2.579 1.747  -0.8489
O 1.562 0.907 1.519  -0.4931
H -0.036 4.818 1.472  0.3865
H -2.136 3.166 0.724  0.3204
H -3.109 3.515 2.977  0.2925
H -1.915 4.831 2.929  0.4204
H -1.859 2.396 4.592  0.3530
H -0.629 3.670 4.576  0.3703
H 0.018 1.194 3.510  -0.0956
H 1.211 3.668 3.113  0.4218
Se 0.268 -1.809 -4.543  -0.0724
Se 2.217 -2.695 -3.390  -0.0673
C 3.012 -1.005 -2.976  -0.0229
C 4.179 -0.628 -3.634  -0.5768
C 4.713 0.610 -3.334  -0.2516
C 4.062 1.406 -2.401  -1.0552
C 2.918 0.917 -1.784  -0.5798
N 2.403 -0.267 -2.068  0.2835
C -1.052 -2.449 -3.333  0.2724
C -2.259 -2.938 -3.826  -0.6506
C -3.150 -3.471 -2.916  -0.6758
C -2.815 -3.467 -1.568  -0.5545
C -1.601 -2.914 -1.185  -0.6501
N -0.730 -2.434 -2.057  0.1931
H 4.640 -1.302 -4.347  0.3927
H 5.616 0.948 -3.831  0.3548
H 4.436 2.383 -2.146  0.4652
H 2.394 1.495 -1.041  1.0024
H -2.475 -2.890 -4.885  0.4030
H -4.097 -3.876 -3.251  0.3203
H -3.493 -3.861 -0.827  0.4657
H -1.306 -2.846 -0.148  0.6934
C -0.155 -4.420 2.358  -1.3701
Si 0.164 -2.514 2.468  0.0561
C 0.390 -2.155 4.353  -1.2554
C 1.841 -2.279 1.610  -1.1734
N -0.998 -1.552 1.688  1.3408
C -2.341 -1.578 1.857  0.2774
C -2.958 -2.295 2.893  -0.4717
C -4.329 -2.364 3.055  -0.9281
C -5.152 -1.698 2.158  -1.0726
C -4.581 -0.972 1.130  -0.4791
C -3.194 -0.868 0.934  -0.0216
N -2.648 -0.155 -0.077  1.1890
Si -3.486 0.675 -1.298  -0.0001
C -4.610 -0.368 -2.473  -1.2102
C -2.227 1.457 -2.482  -0.8946
C -4.666 2.084 -0.676  -1.3540
H 0.388 -4.976 3.120  0.3828
H 0.150 -4.804 1.389  0.2917
H -1.212 -4.636 2.477  0.3978
H 1.330 -2.542 4.740  0.3758
H -0.416 -2.579 4.949  0.3116
H 0.385 -1.082 4.518  0.2349
H 2.604 -2.933 2.028  0.4540
H 2.177 -1.256 1.713  0.1623
H 1.758 -2.496 0.548  0.1934
H -2.317 -2.813 3.592  0.0577
H -4.755 -2.931 3.876  0.3131
H -6.232 -1.744 2.265  0.3043
H -5.223 -0.450 0.434  0.1335
H -4.000 -1.028 -3.081  0.1382
H -5.178 0.266 -3.150  0.4654
H -5.314 -0.985 -1.925  0.3294
H -1.434 0.748 -2.704  0.0633
H -1.762 2.333 -2.051  0.1733
H -2.693 1.750 -3.420  0.4668
H -5.661 1.722 -0.424  0.3936
H -4.784 2.876 -1.412  0.4198
H -4.252 2.529 0.224  0.2134

Output
**Relative energy (zero: lowest compared OMol25 entry of this formula, charge and spin)**: 86.3 kJ/mol
**Gap between HOMO and LUMO**: 4.134 eV
**Total charge**: -2
**E_HOMO**: -0.430 eV